Entry a
Here is the molecule C15H22N2O4 from OMol25. Energies are from ωB97M-V with the def2-TZVPD basis set.

The geometry in XYZ format:
```
43
Properties=species:S:1:pos:R:3:lowdin_charge:R:1
O 0.95 2.40 -2.33 0.074
C -0.21 2.07 -2.17 -0.385
C -0.70 1.56 -0.82 -0.196
C -1.00 2.76 0.09 -0.175
O -1.99 3.58 -0.53 -0.045
N 0.39 0.80 -0.24 0.118
C 0.17 -0.10 0.75 -0.448
O -0.94 -0.29 1.23 0.067
C 1.38 -0.89 1.18 -0.186
C 1.39 -2.39 0.76 -0.036
C 1.86 -2.72 2.18 -0.348
C 1.43 -1.34 2.66 -0.044
C 3.13 -3.49 2.44 0.011
C 1.82 -4.02 2.86 -0.367
C 1.14 -4.30 4.14 -0.073
C 0.88 -5.16 2.92 -0.061
N -1.10 2.08 -3.20 -0.032
C -1.03 3.04 -4.28 -0.105
C -2.27 3.89 -3.98 -0.127
C -3.24 2.85 -3.47 -0.155
O -2.44 1.78 -2.92 -0.071
H -1.58 0.93 -0.92 0.154
H -1.35 2.36 1.04 0.125
H -0.07 3.31 0.24 0.131
H -2.27 4.24 0.12 0.094
H 1.31 0.97 -0.61 0.138
H 2.30 -0.40 0.88 0.144
H 0.37 -2.75 0.58 0.123
H 2.03 -2.66 -0.08 0.114
H 2.10 -0.80 3.32 0.117
H 0.43 -1.37 3.08 0.116
H 3.61 -3.88 1.55 0.105
H 3.81 -3.18 3.22 0.108
H 1.70 -4.81 4.92 0.100
H 0.39 -3.61 4.50 0.101
H -0.05 -5.06 2.37 0.101
H 1.26 -6.17 2.98 0.098
H -0.09 3.58 -4.21 0.126
H -1.10 2.54 -5.25 0.129
H -2.03 4.61 -3.19 0.111
H -2.65 4.43 -4.85 0.115
H -3.90 3.21 -2.68 0.118
H -3.84 2.42 -4.28 0.119
```

Calculated values
M in g mol⁻¹: 294.4
Gap between HOMO and LUMO in eV: 9.75
SMILES string: O=C([C@H](CO)NC(=O)[C@H]1C[C@@]2(C1)C[C@]21CC1)N1CCCO1

Entry b
Here is the molecule C15H22N2O4 from OMol25. Energies are from ωB97M-V with the def2-TZVPD basis set.

The geometry in XYZ format:
```
43
Properties=species:S:1:pos:R:3:lowdin_charge:R:1
C 3.31 -3.58 -0.63 -0.131
C 2.99 -2.12 -0.61 -0.282
C 2.34 -1.38 0.49 -0.341
C 1.13 -1.99 1.21 -0.041
C 1.88 0.10 0.01 -0.317
N 2.64 0.87 -1.02 0.041
C 1.46 0.98 1.15 -0.386
O 2.27 1.05 2.08 0.081
N 0.20 1.63 1.05 0.128
C -0.10 2.19 -0.20 -0.273
C -1.68 2.44 -0.42 -0.041
C -2.65 1.19 -0.41 -0.181
C -2.39 -0.08 -0.88 -0.060
C -3.30 -1.17 -0.87 0.000
C -4.45 -1.12 -0.05 -0.351
O -5.11 -2.23 0.16 0.054
C -4.68 0.14 0.63 -0.027
C -3.80 1.17 0.47 -0.061
C 0.56 3.48 -0.44 -0.437
O 0.79 3.95 -1.55 0.104
O 0.80 4.14 0.77 0.115
H 4.20 -3.90 0.00 0.085
H 3.65 -3.82 -1.71 0.098
H 2.61 -4.35 -0.30 0.067
H 3.82 -1.61 -1.09 0.099
H 2.28 -1.98 -1.54 0.139
H 3.01 -1.16 1.36 0.141
H 1.43 -2.89 1.67 0.068
H 0.78 -1.33 2.03 0.094
H 0.44 -2.09 0.41 0.068
H 1.14 -0.23 -0.74 0.110
H 2.90 0.24 -1.88 0.124
H 3.44 1.31 -0.46 0.116
H -0.12 2.21 1.76 0.123
H 0.13 1.34 -0.98 0.165
H -1.99 3.16 0.33 0.100
H -2.00 2.92 -1.37 0.133
H -1.48 -0.35 -1.41 0.098
H -2.85 -2.09 -1.15 0.096
H -5.47 -2.24 1.12 0.167
H -5.29 0.06 1.53 0.109
H -3.95 2.15 0.93 0.108
H 1.09 5.00 0.57 0.095
```

Calculated values
M in g mol⁻¹: 294.4
Gap between HOMO and LUMO in eV: 9.10
SMILES string: CC[C@H](C)[C@H](N)C(=O)N[C@@H](Cc1ccc(O)cc1)C(=O)O

Entry c
Here is the molecule C15H22N2O4 from OMol25. Energies are from ωB97M-V with the def2-TZVPD basis set.

The geometry in XYZ format:
```
43
Properties=species:S:1:pos:R:3:lowdin_charge:R:1
C -1.97 -3.20 0.88 -0.081
C -1.61 -2.67 -0.55 -0.170
C -0.28 -3.25 -1.21 -0.270
C -0.32 -4.81 -1.23 -0.066
C 1.10 -2.75 -0.70 -0.328
N 1.72 -3.40 0.39 0.064
C 1.07 -1.26 -0.60 -0.539
O 1.30 -0.64 -1.63 0.066
N 0.85 -0.74 0.54 0.128
C 0.80 0.69 0.75 -0.182
C -0.59 1.23 0.17 -0.022
C -0.54 2.83 0.08 -0.227
C 0.30 3.18 -1.01 -0.012
C 0.57 4.57 -1.29 0.006
C 0.09 5.57 -0.50 -0.315
O 0.34 6.93 -0.66 0.016
C -0.77 5.21 0.57 0.003
C -0.97 3.84 0.88 -0.071
C 1.08 1.00 2.24 -0.485
O 1.06 0.21 3.17 0.114
O 1.42 2.26 2.38 0.107
H -2.96 -2.85 1.25 0.079
H -1.17 -2.90 1.55 0.063
H -2.05 -4.26 0.85 0.038
H -1.58 -1.63 -0.53 0.062
H -2.39 -2.95 -1.24 0.100
H -0.25 -3.01 -2.23 0.111
H -0.65 -5.24 -0.31 0.052
H -0.96 -5.09 -2.04 0.076
H 0.69 -5.28 -1.36 0.094
H 1.72 -2.98 -1.61 0.151
H 1.52 -4.37 0.47 0.065
H 2.55 -2.91 0.76 0.118
H 1.04 -1.41 1.23 0.119
H 1.70 1.12 0.21 0.165
H -0.61 0.97 -0.89 0.103
H -1.33 0.79 0.86 0.131
H 0.91 2.43 -1.50 0.112
H 1.11 4.85 -2.17 0.109
H -0.52 7.40 -0.66 0.115
H -1.21 5.87 1.33 0.120
H -1.47 3.71 1.81 0.111
H 1.25 2.92 1.58 0.170
```

Calculated values
M in g mol⁻¹: 294.4
Gap between HOMO and LUMO in eV: 9.49
SMILES string: CC[C@H](C)[C@H](N)C(=O)N[C@@H](Cc1ccc(O)cc1)C(=O)O

Entry d
Here is the molecule C15H22N2O4 from OMol25. Energies are from ωB97M-V with the def2-TZVPD basis set.

The geometry in XYZ format:
```
43
Properties=species:S:1:pos:R:3:lowdin_charge:R:1
O -2.00 7.59 1.75 0.186
N -1.44 6.78 2.20 -0.394
O -1.20 6.70 3.44 0.015
C -1.01 5.63 1.29 -0.149
C -0.31 4.56 1.61 -0.073
C 0.24 3.44 0.95 -0.048
C 0.03 3.44 -0.39 -0.197
O 0.04 2.45 -1.23 0.034
C 0.91 1.49 -1.04 -0.401
C 1.12 0.57 -1.96 -0.245
C 1.99 -0.61 -1.87 -0.162
C 1.76 -1.64 -0.68 -0.103
C 0.39 -2.26 -1.04 -0.168
N -0.03 -3.35 -0.17 -0.269
C -0.11 -3.20 1.25 -0.137
C -0.38 -4.53 1.86 -0.350
O -1.22 -5.43 1.53 -0.036
C -1.08 -5.58 0.15 -0.198
C -0.85 -4.33 -0.66 -0.234
C -1.04 4.56 -0.91 0.111
C -1.42 5.55 -0.07 -0.024
H 0.03 4.41 2.85 0.194
H 0.90 2.52 1.59 0.193
H 1.91 1.63 -0.27 0.204
H 0.53 0.99 -0.03 0.146
H 1.76 1.19 -2.70 0.178
H 0.16 0.16 -2.35 0.151
H 2.15 -1.14 -2.53 -0.017
H 2.91 -0.17 -1.59 0.116
H 1.71 -1.00 0.14 0.083
H 2.41 -2.39 -0.67 0.075
H -0.54 -1.49 -0.83 0.157
H 0.34 -2.53 -2.20 0.168
H 0.53 -2.58 1.65 0.063
H -1.23 -2.62 1.18 0.178
H -0.45 -4.37 2.98 0.148
H 0.74 -4.96 1.88 0.166
H -1.81 -6.14 -0.48 0.147
H -0.24 -6.10 0.05 0.078
H -1.05 -4.53 -1.80 0.151
H -1.98 -3.67 -0.72 0.162
H -1.24 4.50 -1.74 -0.031
H -1.89 6.48 -0.45 0.134
```

Calculated values
M in g mol⁻¹: 294.4
Gap between HOMO and LUMO in eV: 7.78
SMILES string: O=[N+]([O-])c1ccc(OCCCCCN2CCOCC2)cc1

Computed stability ranking, most favorable first: entry c, entry b, entry a, entry d

Entry a
Here is a structure of composition C16H19NO4S from OMol25. Energies are from ωB97M-V with the def2-TZVPD basis set.

The geometry in XYZ format:
```
41
Properties=species:S:1:pos:R:3:lowdin_charge:R:1
C -6.77 -0.52 -0.33 0.034
H -7.62 -0.03 -0.58 0.050
O -5.73 0.61 -0.24 -0.046
C -4.53 0.16 0.00 -0.225
C -4.07 -1.28 -0.07 0.060
C -2.81 -1.42 0.38 -0.123
C -2.00 -0.39 0.69 -0.243
C -2.41 1.06 0.36 0.057
C -3.78 1.31 0.14 -0.276
C -4.24 2.63 0.17 -0.065
H -4.78 3.06 -0.77 0.135
H -5.16 2.89 0.82 0.138
H -3.47 3.23 0.25 0.013
H -1.67 1.93 0.70 0.155
S -0.19 -0.57 0.67 0.758
O 0.32 0.53 1.63 -0.360
O 0.04 -2.04 1.38 -0.388
N 0.34 -0.60 -0.72 -0.228
H 0.94 0.45 -1.04 0.283
C 1.21 -1.60 -1.05 -0.289
H 0.69 -2.57 -0.94 0.121
C 2.49 -1.47 -0.34 -0.210
H 2.45 -1.42 0.65 0.075
O 3.15 -0.32 -0.78 -0.073
C 4.39 0.20 -0.62 -0.147
C 4.98 1.27 -0.83 -0.135
C 6.09 1.55 -0.31 -0.254
C 6.81 1.18 0.62 0.000
C 6.20 -0.22 1.20 -0.004
C 5.12 -0.73 0.66 0.073
H 4.73 -1.53 0.90 -0.009
H 6.78 -0.78 1.71 0.020
H 7.73 1.45 1.07 0.092
H 6.44 2.56 -0.68 0.149
H 4.30 1.73 -1.56 0.156
H 3.26 -2.23 -0.72 0.172
H 1.38 -1.64 -2.43 0.227
H -2.36 -2.31 0.65 0.094
H -4.77 -1.91 -0.06 0.008
H -6.69 -0.99 -1.20 0.040
H -6.81 -1.24 0.62 0.164
```

Calculated values
M in g mol⁻¹: 321.4
Gap between HOMO and LUMO in eV: 8.76

Entry b
Here is the molecule C16H19NO4S from OMol25. Energies are from ωB97M-V with the def2-TZVPD basis set.

The geometry in XYZ format:
```
41
Properties=species:S:1:pos:R:3:lowdin_charge:R:1
C -4.71 -2.89 0.79 -0.088
O -3.38 -2.62 0.42 -0.078
C -3.01 -1.33 0.22 -0.261
C -3.86 -0.24 0.32 0.061
C -3.37 1.05 0.11 -0.258
O -4.29 2.04 0.25 -0.078
C -3.87 3.38 0.08 -0.085
C -2.04 1.25 -0.23 0.035
C -1.20 0.14 -0.36 -0.122
C 0.22 0.42 -0.73 -0.446
O 0.81 1.43 -0.39 0.072
N 0.79 -0.53 -1.51 0.048
C 2.20 -0.53 -1.82 -0.231
C 2.87 -1.82 -1.36 -0.443
S 2.50 -2.23 0.38 0.864
C 3.91 -1.42 1.24 -0.386
C 3.98 0.04 1.00 -0.370
C 3.28 1.08 1.52 -0.032
C 3.76 2.24 0.88 -0.059
C 4.72 1.82 0.01 -0.124
O 4.86 0.48 0.07 0.018
C -1.67 -1.14 -0.13 0.040
H -4.77 -3.97 0.91 0.093
H -4.97 -2.40 1.74 0.097
H -5.41 -2.57 0.01 0.096
H -4.90 -0.34 0.59 0.116
H -4.75 3.99 0.26 0.092
H -3.08 3.64 0.79 0.098
H -3.51 3.55 -0.94 0.097
H -1.62 2.22 -0.40 0.111
H 0.27 -1.36 -1.74 0.129
H 2.36 -0.41 -2.90 0.125
H 2.62 0.35 -1.31 0.102
H 2.50 -2.66 -1.94 0.067
H 3.95 -1.75 -1.47 0.079
H 4.82 -1.91 0.90 0.085
H 3.74 -1.64 2.30 0.080
H 2.50 1.03 2.26 0.118
H 3.43 3.25 1.03 0.104
H 5.35 2.35 -0.68 0.117
H -1.02 -2.00 -0.17 0.117
```

Calculated values
M in g mol⁻¹: 321.4
Gap between HOMO and LUMO in eV: 8.90
SMILES string: COc1cc(OC)cc(C(=O)NCCSCc2ccco2)c1

Computed stability ranking, most favorable first: entry b, entry a

Entry a
Here is the molecule C2H2ClP from OMol25. Energies are from ωB97M-V with the def2-TZVPD basis set.

The geometry in XYZ format:
```
6
Properties=species:S:1:pos:R:3:lowdin_charge:R:1
Cl 2.01 -0.37 0.07 0.423
C 0.23 -0.10 0.44 -1.078
C -0.95 -0.14 -0.44 -0.280
P -0.36 1.55 0.00 0.932
H 0.19 -0.51 1.39 -0.004
H -1.11 -0.42 -1.45 0.007
```

Calculated values
M in g mol⁻¹: 92.5
Gap between HOMO and LUMO in eV: 8.13
SMILES string: Cl[C@@H]1C=P1

Entry b
Here is a cluster of 2 separate species, C2H2ClP in total from OMol25. Energies are from ωB97M-V with the def2-TZVPD basis set.

The geometry in XYZ format:
```
6
Properties=species:S:1:pos:R:3:lowdin_charge:R:1
C -1.82 -0.16 0.71 -0.008
C -1.29 0.21 -0.32 -0.018
P 3.23 -0.95 0.01 0.115
Cl 2.82 0.78 -0.93 -0.106
H -2.28 -0.54 1.59 0.010
H -0.66 0.66 -1.06 0.008
```

Calculated values
M in g mol⁻¹: 92.5
Gap between HOMO and LUMO (spin up / spin down) in eV: 7.06 / 7.07

Computed stability ranking, most favorable first: entry a, entry b